ORCA calculation (ωB97M-V/def2-TZVPD) on a molecular structure, C41H32BrIrN9O6 in a non-equilibrium geometry.

Structure (ORCA input):
```
! wB97M-V def2-TZVPD RIJCOSX def2/J DEFGRID3
* xyz 0 2
Ir -0.6554 -0.6678 0.9176
O 2.4835 0.6088 3.2528
C 1.4903 0.0239 2.8226
N 0.4896 0.5260 2.0869
C 0.2914 1.8829 1.8046
C 1.2148 2.9063 1.9550
C 0.8521 4.2059 1.6127
C -0.4260 4.4746 1.1528
C -1.3646 3.4557 1.0072
C -1.0042 2.1456 1.3075
N -1.8065 0.9949 1.1489
C -3.1530 1.0627 1.0382
O -3.8204 2.0816 0.9083
C -3.8604 -0.2588 1.1862
C -5.2179 -0.3540 0.9121
C -5.8412 -1.5734 1.1016
C -5.0904 -2.6477 1.5599
C -3.7413 -2.4556 1.8093
N -3.1402 -1.2815 1.6277
C 1.2553 -1.4308 3.1648
C 2.2566 -2.1651 3.7725
C 2.0133 -3.4966 4.0692
C 0.7694 -4.0292 3.7775
C -0.1841 -3.2152 3.1851
N 0.0541 -1.9464 2.8689
H 2.1961 2.6758 2.3360
H 1.5703 5.0088 1.7226
H -0.7077 5.4896 0.9022
H -2.3597 3.6627 0.6507
H -5.7411 0.5262 0.5670
H -6.8963 -1.6908 0.8900
H -5.5380 -3.6195 1.7184
H -3.1157 -3.2727 2.1433
H 3.1917 -1.6730 3.9996
H 2.7817 -4.1082 4.5243
H 0.5323 -5.0612 3.9943
H -1.1655 -3.5943 2.9504
Br 4.4123 6.8442 2.7268
C 4.6121 5.5161 1.4032
C 4.6669 4.1798 1.7816
C 4.7890 3.2025 0.8161
C 4.8573 3.5627 -0.5440
C 4.8220 4.9236 -0.9022
C 4.6923 5.8936 0.0655
N 4.9365 2.6626 -1.5695
N 4.9743 1.3895 -1.2864
C 3.9618 0.6211 -1.1030
C 4.2903 -0.7521 -0.7282
C 3.3745 -1.6143 -0.2710
C 1.9956 -1.1899 -0.1367
O 1.1227 -1.8971 0.3599
C 1.6126 0.1332 -0.6485
N 0.2922 0.3873 -0.6155
C -0.1689 1.4950 -1.1858
C 0.6956 2.4126 -1.7776
C 2.0537 2.1920 -1.7527
C 2.5431 1.0126 -1.1773
H 4.6049 3.9090 2.8266
H 4.8365 2.1618 1.1072
H 4.8880 5.1858 -1.9497
H 4.6524 6.9394 -0.2047
H 5.3374 -1.0198 -0.7811
H 3.6237 -2.6165 0.0484
H -1.2375 1.6299 -1.1617
H 0.2873 3.3044 -2.2294
H 2.7315 2.9067 -2.1954
C -4.7524 -2.6137 -2.3775
C -3.8057 -1.9778 -3.3876
C -2.3240 -2.1039 -2.9880
C -1.4321 -1.4804 -4.0802
C 0.0577 -1.7290 -3.8641
C -1.9935 -3.5748 -2.8858
O -2.0888 -4.3349 -3.8254
N -1.5925 -4.0135 -1.6549
C -1.3935 -3.2433 -0.5081
O -1.0763 -3.8157 0.5188
N -1.5631 -1.8901 -0.5890
C -2.0999 -1.3073 -1.7001
O -2.3985 -0.1223 -1.7103
H -5.7905 -2.4489 -2.6668
H -4.6143 -2.1843 -1.3825
H -4.5966 -3.6927 -2.3092
H -4.0204 -0.9127 -3.4827
H -3.9250 -2.4447 -4.3662
H -1.6404 -0.4096 -4.0870
H -1.7444 -1.8947 -5.0396
H 0.3635 -1.4374 -2.8542
H 0.6532 -1.1521 -4.5724
H 0.3068 -2.7826 -4.0007
H -1.4022 -4.9999 -1.5502
*
```

## Properties
**Max |F|**: 3.0 eV/A
**Total energy**: -141615.6606 eV
**HOMO energy (alpha / beta)**: -0.265 / -0.265 Eh